[1]
C21H17ClErN6O3 as an isolated structure in a non-equilibrium geometry. Source: OMol25; level of theory: wB97M-V/def2-TZVPD.

As for the max |F|: 4.02 eV/Å. Its lowest unoccupied orbital energy (alpha / beta) is -3.8011 / -3.7997 eV. The charge is +1. Its electronic energy is -77271.733 eV. Its molar mass is 604.119 g/mol. As for the multiplicity: 4. As for the frontier orbital gap (alpha / beta): 6.61 / 6.61 eV.

Structure (XYZ):
```
49
C21H17ClErN6O3 wB97M-V/def2-TZVPD
Er -0.682 0.416 -0.344
N 0.045 -4.109 1.007
C -0.524 -2.936 0.623
N 0.184 -1.843 0.417
C 1.554 -1.928 0.325
N 2.352 -0.907 0.218
N 1.650 0.323 0.162
C 2.430 1.339 0.247
C 1.685 2.664 0.088
C 2.123 3.894 0.624
C 1.372 5.032 0.287
C 0.328 4.918 -0.626
C -0.042 3.655 -1.021
N 0.641 2.556 -0.689
C 2.167 -3.246 0.449
C 3.505 -3.444 0.097
C 4.051 -4.709 0.085
C 3.315 -5.783 0.615
C 1.959 -5.605 0.984
C 1.422 -4.349 0.859
H -0.603 -4.897 1.194
H -1.605 -2.862 0.660
H 3.519 1.269 0.479
H 2.971 4.025 1.266
H 1.638 5.943 0.709
H -0.222 5.799 -0.919
H -0.932 3.548 -1.600
H 4.108 -2.571 -0.206
H 5.091 -4.890 -0.172
H 3.833 -6.754 0.730
H 1.346 -6.400 1.343
Cl -4.096 5.188 -1.379
C -3.655 3.612 -0.770
C -2.651 3.529 0.144
C -2.368 2.307 0.708
C -3.077 1.143 0.395
C -2.669 -0.091 0.985
C -4.066 1.265 -0.617
C -4.367 2.490 -1.195
H -2.216 4.437 0.499
H -1.736 2.268 1.582
H -3.365 -0.889 0.690
H -2.467 -0.063 2.068
H -4.674 0.411 -0.845
H -5.249 2.588 -1.828
O -1.672 -1.359 -1.671
N -0.488 -1.617 -2.056
O -0.198 -2.697 -2.551
O 0.333 -0.666 -2.054
```



[2]
C21H17CrF3O3S as an isolated structure. Source: OMol25; level of theory: wB97M-V/def2-TZVPD.

As for the max |F|: 0.70 eV/Å. Its lowest unoccupied orbital energy (alpha / beta) is -0.0421 / -0.2034 eV. The charge is 0. Its electronic energy is -75604.548 eV. Its molar mass is 458.421 g/mol. As for the multiplicity: 5. As for the frontier orbital gap (alpha / beta): 7.89 / 8.14 eV.

Structure (XYZ):
```
46
C21H17CrF3O3S wB97M-V/def2-TZVPD
Cr 1.897 0.027 -2.260
C -2.057 1.444 -3.087
C -0.687 1.458 -2.463
O 0.069 0.521 -2.803
C -0.308 2.502 -1.547
C -1.253 3.511 -1.225
C -0.953 4.537 -0.379
C 0.344 4.591 0.180
C 1.282 3.642 -0.099
C 0.998 2.550 -0.968
O 1.927 1.688 -1.191
H -2.121 0.599 -3.765
H -2.246 2.368 -3.635
H -2.827 1.354 -2.319
H -2.241 3.467 -1.662
H -1.686 5.297 -0.149
H 0.600 5.406 0.847
H 2.275 3.680 0.329
O 1.943 -1.448 -0.271
S 0.439 -1.578 -0.178
C 0.148 -3.034 0.801
C -1.073 -3.683 0.709
C -1.291 -4.810 1.490
C -0.287 -5.277 2.328
C 0.940 -4.625 2.387
C 1.166 -3.494 1.619
C -0.116 -0.338 0.989
C 0.840 0.362 1.704
C 0.420 1.369 2.563
C -0.931 1.663 2.690
C -1.876 0.958 1.952
C -1.467 -0.046 1.086
H -1.836 -3.325 0.029
H -2.237 -5.332 1.431
H -0.455 -6.161 2.928
H 1.725 -5.004 3.029
H 2.119 -2.981 1.630
H 1.888 0.139 1.552
H 1.154 1.934 3.123
H -1.251 2.455 3.355
H -2.927 1.202 2.038
H -2.193 -0.587 0.488
F 3.095 -1.604 -4.557
C 2.637 -1.570 -3.297
F 3.797 -0.977 -2.521
F 2.618 -2.850 -2.902
```



[3]
The molecule C21H17F3N2O3 in a non-equilibrium geometry. Source: OMol25; level of theory: wB97M-V/def2-TZVPD.

As for the max |F|: 1.07 eV/Å. The SMILES is O=C(c1coc2ccccc2c1=O)N1CCN(c2cccc(C(F)(F)F)c2)CC1. Its lowest unoccupied orbital energy is 0.0847 eV. The charge is 0. Its electronic energy is -39328.724 eV. Its molar mass is 402.372 g/mol. As for the frontier orbital gap: 7.99 eV.

Structure (XYZ):
```
46
C21H17F3N2O3 wB97M-V/def2-TZVPD
O 2.472 1.640 0.752
C 1.491 1.087 1.229
C 0.146 1.609 0.810
C 0.135 2.943 0.569
O -0.844 3.643 0.017
C -1.883 2.958 -0.527
C -2.841 3.677 -1.241
C -3.893 3.008 -1.825
C -4.007 1.624 -1.705
C -3.070 0.917 -0.989
C -1.994 1.573 -0.385
C -1.013 0.809 0.403
O -1.196 -0.370 0.671
N 1.635 0.056 2.087
C 0.637 -0.663 2.835
C 0.740 -2.180 2.497
N 1.553 -2.388 1.317
C 0.936 -2.149 0.089
C -0.200 -2.897 -0.238
C -0.880 -2.690 -1.418
C -0.457 -1.721 -2.313
C 0.689 -1.001 -2.012
C 1.115 0.121 -2.908
F 0.713 -0.032 -4.181
F 2.442 0.301 -2.952
F 0.589 1.303 -2.504
C 1.399 -1.219 -0.841
C 2.911 -1.941 1.547
C 2.947 -0.546 2.218
H 0.983 3.561 0.838
H -2.729 4.746 -1.331
H -4.632 3.560 -2.386
H -4.833 1.111 -2.173
H -3.131 -0.155 -0.872
H 0.820 -0.503 3.906
H -0.353 -0.291 2.591
H -0.258 -2.578 2.331
H 1.207 -2.724 3.323
H -0.554 -3.645 0.455
H -1.758 -3.276 -1.641
H -1.002 -1.524 -3.223
H 2.274 -0.616 -0.652
H 3.451 -1.942 0.601
H 3.388 -2.677 2.205
H 3.184 -0.630 3.283
H 3.674 0.112 1.742
```



[4]
C21H17N6O2S2Ti as an isolated structure. Source: OMol25; level of theory: wB97M-V/def2-TZVPD.

As for the max |F|: 0.35 eV/Å. Its lowest unoccupied orbital energy is -10.8983 eV. The charge is +3. Its electronic energy is -79852.135 eV. Its molar mass is 497.408 g/mol. As for the frontier orbital gap: 5.95 eV.

Structure (XYZ):
```
49
C21H17N6O2S2Ti wB97M-V/def2-TZVPD
Ti -0.179 -0.382 -0.340
N -2.726 -2.833 1.629
C -4.028 -2.239 1.569
C -5.141 -3.058 1.634
C -6.401 -2.483 1.502
C -6.529 -1.121 1.278
C -5.403 -0.306 1.194
C -4.148 -0.867 1.357
S -2.708 0.135 1.534
N -1.576 -0.979 0.843
C -1.633 -2.282 1.159
C -0.405 -3.051 0.841
C -0.224 -4.398 1.070
C 0.987 -4.980 0.691
C 1.951 -4.199 0.079
C 1.684 -2.854 -0.146
N 0.539 -2.288 0.239
H -2.707 -3.816 1.876
H -5.040 -4.125 1.783
H -7.280 -3.107 1.569
H -7.512 -0.682 1.175
H -5.511 0.758 1.033
H -0.981 -5.009 1.541
H 1.162 -6.032 0.871
H 2.899 -4.613 -0.233
H 2.404 -2.213 -0.642
O -0.713 0.984 -1.647
C -0.728 0.070 -2.583
N -0.292 -1.117 -2.141
C -0.396 -2.072 -3.260
O -0.110 -3.216 -3.153
C -0.932 -1.261 -4.390
C -1.222 -1.646 -5.678
C -1.724 -0.656 -6.531
C -1.929 0.655 -6.106
C -1.640 1.045 -4.802
C -1.137 0.064 -3.958
H -1.068 -2.660 -6.020
H -1.961 -0.915 -7.554
H -2.321 1.380 -6.806
H -1.803 2.060 -4.468
N 2.548 2.976 1.387
C 1.768 2.329 0.550
N 1.196 2.953 -0.458
S 1.596 0.603 0.889
H 2.758 3.960 1.279
H 2.981 2.497 2.165
H 1.337 3.944 -0.607
H 0.615 2.467 -1.124
```



[5]
A 2-piece molecular cluster, C21H17NO2 overall in a non-equilibrium geometry. Source: OMol25; level of theory: wB97M-V/def2-TZVPD.

As for the max |F|: 5.12 eV/Å. Its lowest unoccupied orbital energy is -2.4969 eV. The charge is 0. Its electronic energy is -27634.767 eV. Its molar mass is 315.372 g/mol. As for the frontier orbital gap: 4.74 eV.

Structure (XYZ):
```
41
C21H17NO2 wB97M-V/def2-TZVPD
O -3.259 2.236 -1.224
C -4.390 2.546 -1.555
N -5.518 2.871 -1.880
C -4.468 -1.007 4.632
C -3.761 -0.638 3.368
C -4.518 -0.189 2.275
C -3.884 0.171 1.104
C -2.454 0.097 0.958
C -1.871 0.469 -0.274
C -0.532 0.811 -0.553
C 0.523 0.967 0.404
C 1.847 1.051 -0.003
C 2.130 1.170 -1.371
O 3.447 1.338 -1.811
C 4.233 0.177 -1.948
C 4.561 -0.250 -3.238
C 5.224 -1.467 -3.403
C 5.627 -2.220 -2.297
C 5.342 -1.743 -1.016
C 4.644 -0.547 -0.829
C 1.110 1.211 -2.339
C -0.197 1.049 -1.929
C -1.726 -0.417 2.077
C -2.367 -0.762 3.256
H -3.746 -1.111 5.449
H -5.207 -0.240 4.910
H -5.010 -1.959 4.517
H -5.610 -0.121 2.360
H -4.469 0.526 0.257
H -2.513 0.367 -1.162
H 0.306 1.000 1.474
H 2.681 1.067 0.704
H 4.251 0.373 -4.082
H 5.416 -1.824 -4.414
H 6.141 -3.172 -2.427
H 5.662 -2.293 -0.134
H 4.414 -0.130 0.155
H 1.387 1.333 -3.391
H -0.996 1.026 -2.667
H -0.659 -0.610 1.950
H -1.789 -1.156 4.097
```